This record from the Open Molecules 2025 dataset describes a cluster of 9 separate species, C67H151N8O in total at a distorted geometry. The level of theory is wB97M-V/def2-TZVPD.

Results
E_HOMO (spin up / spin down) (eV): -24.479 / -24.479
Spin multiplicity: 2
Expectation value of S²: 0.754
Electronic energy (Eh): -3152.93953
Total charge: +8

XYZ file:
```
227
Properties=species:S:1:pos:R:3:lowdin_spin:R:1
C -0.607 -1.133 -1.125 0.07
C -1.018 0.041 -0.144 0.06
C 0.165 0.123 0.877 0.02
O -1.261 1.216 -0.887 0.81
H -1.235 -1.294 -2.001 0.00
H -0.535 -2.050 -0.540 0.01
H 0.346 -0.891 -1.597 0.00
H -1.891 -0.298 0.414 0.01
H 1.201 0.097 0.538 0.00
H 0.027 -0.697 1.582 0.00
H 0.022 0.950 1.572 0.00
C 2.553 8.406 -0.573 0.00
C 2.431 6.910 -0.583 0.00
C 0.940 6.295 -0.703 0.00
N 0.806 4.898 -0.018 0.00
C 1.779 3.877 -0.641 0.00
C -0.709 4.482 0.047 0.00
C -1.385 5.291 1.166 0.00
C -0.160 5.663 2.063 0.00
C 0.971 4.904 1.550 0.00
H 1.784 8.955 -0.029 0.00
H 2.445 8.719 -1.611 0.00
H 3.509 8.767 -0.194 0.00
H 2.956 6.518 0.288 0.00
H 2.980 6.479 -1.421 0.00
H 0.712 6.169 -1.762 0.00
H 0.157 6.905 -0.253 0.00
H 1.287 3.695 -1.596 0.00
H 1.781 2.976 -0.027 0.00
H 2.739 4.340 -0.869 0.00
H -0.700 3.414 0.267 0.00
H -1.062 4.465 -0.984 0.00
H -2.058 4.630 1.712 0.00
H -1.986 6.162 0.907 0.00
H -0.261 5.527 3.139 0.00
H 0.085 6.716 1.922 0.00
H 1.072 3.888 1.931 0.00
H 1.851 5.495 1.804 0.00
C -5.630 -1.264 -0.586 0.00
C -5.702 0.143 -0.041 0.00
C -5.147 1.254 -0.911 0.00
N -5.369 2.665 -0.303 0.00
C -5.144 2.739 1.209 0.00
C -6.720 3.272 -0.749 0.00
C -6.580 4.788 -0.616 0.00
C -5.064 5.011 -0.955 0.00
C -4.400 3.630 -0.949 0.00
H -5.997 -1.335 -1.610 0.00
H -6.105 -1.955 0.110 0.00
H -4.549 -1.395 -0.564 0.00
H -5.244 0.238 0.944 0.00
H -6.775 0.243 0.121 0.00
H -5.680 1.369 -1.854 0.00
H -4.075 1.309 -1.096 0.00
H -4.102 2.452 1.354 0.00
H -5.922 2.120 1.655 0.00
H -5.249 3.793 1.470 0.00
H -7.543 2.808 -0.205 0.00
H -6.885 2.949 -1.776 0.00
H -6.901 4.985 0.407 0.00
H -7.249 5.289 -1.316 0.00
H -4.556 5.633 -0.218 0.00
H -5.010 5.523 -1.916 0.00
H -3.408 3.550 -0.504 0.00
H -4.233 3.350 -1.989 0.00
C 5.592 0.526 6.673 0.00
C 4.182 0.695 6.076 0.00
C 3.728 2.217 5.931 0.00
N 2.222 2.264 5.387 0.00
C 2.125 1.424 4.111 0.00
C 1.189 1.931 6.491 0.00
C 0.814 3.293 7.271 0.00
C 1.456 4.403 6.402 0.00
C 1.829 3.726 5.114 0.00
H 5.687 1.208 7.518 0.00
H 6.350 1.017 6.063 0.00
H 5.869 -0.464 7.035 0.00
H 3.527 0.171 6.772 0.00
H 4.204 0.225 5.092 0.00
H 4.245 2.681 5.092 0.00
H 3.749 2.731 6.892 0.00
H 1.188 1.638 3.598 0.00
H 2.267 0.389 4.422 0.00
H 2.987 1.746 3.526 0.00
H 0.325 1.471 6.011 0.00
H 1.535 1.157 7.175 0.00
H -0.266 3.400 7.373 0.00
H 1.288 3.120 8.237 0.00
H 0.956 5.321 6.092 0.00
H 2.304 4.836 6.932 0.00
H 0.922 3.783 4.513 0.00
H 2.706 4.074 4.567 0.00
C -1.165 -5.714 -0.988 0.00
C -0.571 -5.193 0.351 0.00
C 0.951 -5.588 0.441 0.00
N 1.706 -4.984 1.719 0.00
C 0.958 -5.480 3.018 0.00
C 1.909 -3.460 1.689 0.00
C 2.957 -3.107 2.675 0.00
C 3.929 -4.298 2.618 0.00
C 3.250 -5.462 1.880 0.00
H -1.890 -4.968 -1.312 0.00
H -1.557 -6.728 -0.917 0.00
H -0.407 -5.525 -1.748 0.00
H -1.277 -5.467 1.135 0.00
H -0.655 -4.110 0.265 0.00
H 1.600 -5.474 -0.427 0.00
H 1.000 -6.662 0.617 0.00
H 1.702 -5.414 3.813 0.00
H 0.769 -6.550 2.943 0.00
H -0.013 -5.024 3.209 0.00
H 0.948 -3.036 1.982 0.00
H 2.238 -3.179 0.688 0.00
H 2.535 -2.894 3.657 0.00
H 3.425 -2.235 2.219 0.00
H 4.093 -4.603 3.651 0.00
H 4.897 -3.955 2.254 0.00
H 3.418 -6.407 2.395 0.00
H 3.639 -5.546 0.865 0.00
C 2.861 -0.432 -4.461 0.00
C 4.143 -0.462 -3.590 0.00
C 3.676 -0.044 -2.162 0.00
N 4.703 0.386 -1.051 0.00
C 5.163 1.823 -1.462 0.00
C 4.056 0.214 0.378 0.00
C 5.280 -0.164 1.236 0.00
C 6.042 -1.155 0.396 0.00
C 5.799 -0.728 -1.055 0.00
H 3.067 -0.828 -5.455 0.00
H 2.633 0.634 -4.434 0.00
H 1.987 -0.985 -4.116 0.00
H 4.814 0.295 -3.994 0.00
H 4.613 -1.445 -3.573 0.00
H 3.191 -0.928 -1.748 0.00
H 2.998 0.806 -2.245 0.00
H 5.799 2.054 -0.607 0.00
H 4.381 2.580 -1.516 0.00
H 5.673 1.763 -2.423 0.00
H 3.545 1.146 0.622 0.00
H 3.282 -0.552 0.341 0.00
H 5.905 0.724 1.328 0.00
H 5.176 -0.730 2.162 0.00
H 7.108 -1.128 0.622 0.00
H 5.731 -2.156 0.695 0.00
H 6.728 -0.292 -1.420 0.00
H 5.585 -1.599 -1.674 0.00
C -6.935 -3.732 6.724 0.00
C -6.016 -3.569 5.515 0.00
C -5.266 -2.096 5.553 0.00
N -3.906 -2.101 4.851 0.00
C -2.778 -2.920 5.628 0.00
C -3.392 -0.693 4.742 0.00
C -2.482 -0.726 3.484 0.00
C -2.942 -1.886 2.595 0.00
C -4.103 -2.504 3.373 0.00
H -7.743 -3.004 6.661 0.00
H -6.418 -3.547 7.666 0.00
H -7.425 -4.704 6.771 0.00
H -6.502 -3.742 4.554 0.00
H -5.216 -4.309 5.540 0.00
H -4.854 -1.897 6.542 0.00
H -5.875 -1.259 5.212 0.00
H -2.817 -2.560 6.656 0.00
H -1.822 -2.716 5.146 0.00
H -2.982 -3.990 5.665 0.00
H -2.853 -0.357 5.629 0.00
H -4.231 -0.020 4.563 0.00
H -1.422 -0.675 3.733 0.00
H -2.780 0.205 3.001 0.00
H -2.135 -2.608 2.471 0.00
H -3.295 -1.409 1.681 0.00
H -4.069 -3.593 3.339 0.00
H -5.084 -2.156 3.049 0.00
C -0.541 -3.847 -4.239 0.00
C 0.421 -4.923 -4.850 0.00
C 1.742 -4.185 -5.064 0.00
N 2.747 -5.059 -5.772 0.00
C 2.990 -6.361 -4.985 0.00
C 4.109 -4.198 -5.854 0.00
C 4.510 -4.158 -7.333 0.00
C 3.112 -4.290 -8.069 0.00
C 2.484 -5.427 -7.281 0.00
H -1.535 -4.273 -4.101 0.00
H -0.520 -2.967 -4.882 0.00
H -0.275 -3.495 -3.242 0.00
H -0.033 -5.389 -5.725 0.00
H 0.566 -5.818 -4.245 0.00
H 2.123 -3.859 -4.097 0.00
H 1.575 -3.277 -5.645 0.00
H 3.876 -6.870 -5.365 0.00
H 2.200 -7.110 -5.030 0.00
H 3.057 -5.987 -3.964 0.00
H 4.934 -4.540 -5.229 0.00
H 3.849 -3.186 -5.544 0.00
H 5.269 -4.908 -7.553 0.00
H 4.866 -3.162 -7.597 0.00
H 3.190 -4.488 -9.138 0.00
H 2.567 -3.356 -7.930 0.00
H 2.971 -6.383 -7.473 0.00
H 1.412 -5.590 -7.390 0.00
C -4.536 -0.497 -4.819 0.00
C -3.072 -0.018 -4.963 0.00
C -2.674 1.174 -4.039 0.00
N -1.380 1.892 -4.442 0.00
C -0.119 1.064 -4.296 0.00
C -1.507 2.578 -5.836 0.00
C -0.765 3.861 -5.718 0.00
C -1.329 4.294 -4.360 0.00
C -1.264 3.095 -3.496 0.00
H -5.186 0.357 -5.009 0.00
H -4.784 -0.967 -3.867 0.00
H -4.802 -1.226 -5.584 0.00
H -2.999 0.368 -5.980 0.00
H -2.375 -0.847 -4.843 0.00
H -2.479 0.849 -3.017 0.00
H -3.466 1.916 -3.936 0.00
H -0.036 0.733 -3.261 0.00
H 0.746 1.694 -4.505 0.00
H -0.202 0.192 -4.945 0.00
H -1.203 1.895 -6.629 0.00
H -2.579 2.671 -6.014 0.00
H 0.322 3.799 -5.769 0.00
H -0.991 4.459 -6.601 0.00
H -0.680 5.053 -3.925 0.00
H -2.319 4.744 -4.426 0.00
H -0.366 3.030 -2.882 0.00
H -2.075 3.023 -2.770 0.00
```